Entry 1:
# C20H37CoN2O4SSi

C20H37CoN2O4SSi as an isolated structure at a distorted geometry (the ωB97M-V functional and the def2-TZVPD basis, OMol25).

Structure (XYZ):
```
66
Properties=species:S:1:pos:R:3:forces:R:3
Co 1.14324 0.44961 -1.19775 -0.114 -0.328 0.768
C 2.45637 -0.14580 -5.33721 -0.564 -1.038 0.588
C 2.51430 0.34605 -3.90927 -0.260 0.902 0.171
O 1.74208 -0.06431 -3.02466 0.146 -0.436 -0.499
N 3.39841 1.32477 -3.66865 -1.265 -0.336 1.342
C 3.47525 2.07367 -2.40807 0.606 1.127 -0.803
C 2.37736 3.04963 -2.09420 -1.858 0.500 0.347
C 2.45418 4.45667 -2.33296 -1.136 -0.787 0.690
C 1.34542 5.24183 -1.92398 0.184 -1.248 -0.453
C 0.20700 4.59380 -1.42989 0.201 2.332 -0.575
C 0.19273 3.25025 -1.26121 0.974 -1.334 0.957
N 1.27678 2.46097 -1.48692 0.290 2.154 -1.550
H 1.78361 -1.02379 -5.30215 0.549 0.339 -0.307
H 3.45624 -0.42704 -5.68140 -0.226 -0.011 -0.042
H 2.01323 0.58007 -6.02609 0.160 0.099 0.303
H 3.87208 1.59342 -4.47092 1.304 1.015 -1.273
H 4.38965 2.67149 -2.34936 0.193 -0.566 -0.372
H 3.50040 1.37161 -1.62305 0.230 -0.960 1.100
H 3.32194 4.90770 -2.81539 -0.167 -0.242 0.249
H 1.24476 6.31921 -2.02145 0.641 -0.149 -0.163
H -0.63570 5.27723 -1.23067 0.225 -0.968 0.166
H -0.62864 2.77654 -0.75498 -0.351 -0.293 -0.117
C -2.89444 -0.05259 -0.82937 -1.419 -3.198 -1.349
C -1.83860 -1.03182 -1.33666 0.992 0.481 -0.070
C -2.15900 -2.46835 -1.05979 -1.054 -2.314 0.230
C -1.53144 -0.86734 -2.81710 2.394 -0.724 -0.418
O -0.52926 -0.64696 -0.61232 -0.803 0.086 -0.720
Si -0.07449 -0.82348 1.01052 0.148 -0.291 0.644
S 1.77151 0.19782 1.01316 -0.296 -0.103 -0.571
O -1.17860 -0.14325 2.02222 -0.189 -0.737 -0.669
C -1.37494 0.92211 2.99886 -0.062 -1.559 0.809
C -1.37660 2.21238 2.23287 -0.801 1.280 0.901
C -2.68313 0.67748 3.80652 0.002 0.485 0.948
C -0.26971 0.74942 4.01981 1.867 0.317 -0.103
O 0.05862 -2.46483 1.09730 -0.124 0.705 0.613
C 0.19551 -3.36315 2.23987 -1.878 0.369 -0.003
C -0.96765 -3.11952 3.23775 -1.171 -0.903 -1.510
C 1.53359 -3.16486 2.94502 -1.903 -0.561 -0.779
C 0.00768 -4.76431 1.69507 0.744 -1.081 0.714
H -3.74322 -0.09915 -1.61610 0.933 0.147 1.829
H -2.48276 0.87638 -0.80952 1.032 2.916 -0.167
H -3.11414 -0.32368 0.21147 -0.643 0.042 -0.449
H -3.09451 -2.88800 -1.61912 1.245 1.397 1.028
H -2.30772 -2.66335 0.05753 0.334 0.106 -1.627
H -1.37942 -3.13300 -1.51091 -0.239 0.570 0.907
H -2.35465 -1.18721 -3.42209 -0.538 -0.275 -0.276
H -0.56919 -1.43466 -3.17963 -1.893 0.652 0.999
H -1.30831 0.14942 -3.08910 -0.107 0.778 0.045
H -2.20010 2.12961 1.50065 0.356 0.504 0.251
H -0.43912 2.43890 1.76117 0.594 -0.459 -0.527
H -1.48302 3.10058 2.92169 -0.504 -0.931 -0.611
H -3.64226 0.74956 3.27639 0.431 -0.095 -0.274
H -2.67557 1.54393 4.53300 -0.209 -0.988 -0.510
H -2.68767 -0.28252 4.42291 0.259 1.221 -0.998
H 0.71560 0.85807 3.52739 -0.381 -0.411 0.001
H -0.31117 -0.21947 4.53202 -0.096 0.131 -0.332
H -0.17658 1.49885 4.79867 -0.724 0.349 0.139
H -1.22277 -2.07236 3.27600 -0.170 0.265 0.010
H -0.63527 -3.40015 4.22840 -0.380 -0.472 0.225
H -1.90468 -3.71964 2.83940 1.729 1.234 1.238
H 1.67883 -2.11579 3.00333 0.421 0.935 0.775
H 2.23940 -3.56408 2.28789 1.643 -0.595 -0.792
H 1.48510 -3.73280 3.86201 0.406 0.254 0.407
H -0.99650 -5.03145 1.25433 1.161 0.655 0.370
H 0.16513 -5.39709 2.60376 -0.329 0.041 -0.725
H 0.85487 -5.01323 1.03495 -0.541 0.004 -0.132
```
Forces are in eV/Å.

Its HOMO energy (spin up / spin down) is -11.0 / -11.1 eV. The calculation puts the HOMO-LUMO gap (spin up / spin down) at 7.87 / 7.77 eV. Its expectation value of S² is 3.7587. The largest force on an atom is 0.07291 hartree/bohr. The value obtained for the calculated total energy is -88850.3494 eV. Its LUMO energy (spin up / spin down) is -3.1785 / -3.3369 eV. The charge is +1. Its spin multiplicity is 4.

Charges in e, computed with Mulliken, in the same order as the atoms: number 1, Co, carries 0.084; number 2, C, carries -1.339; number 3, C, carries 0.572; number 4, O, carries -0.546; number 5, N, carries -0.005; number 6, C, carries -1.373; number 7, C, carries 1.006; number 8, C, carries -0.893; number 9, C, carries -0.237; number 10, C, carries -0.868; number 11, C, carries -0.007; number 12, N, carries 0.323; number 13, H, carries 0.330; number 14, H, carries 0.402; number 15, H, carries 0.344; number 16, H, carries 0.223; number 17, H, carries 0.554; number 18, H, carries 0.338; number 19, H, carries 0.443; number 20, H, carries 0.404; number 21, H, carries 0.386; number 22, H, carries 0.329; number 23, C, carries -1.359; number 24, C, carries 1.649; number 25, C, carries -1.217; number 26, C, carries -1.862; number 27, O, carries -0.037; number 28, Si, carries 0.615; number 29, S, carries -0.824; number 30, O, carries 0.152; number 31, C, carries 1.466; number 32, C, carries -1.540; number 33, C, carries -1.483; number 34, C, carries -1.316; number 35, O, carries 0.278; number 36, C, carries 1.371; number 37, C, carries -0.931; number 38, C, carries -1.646; number 39, C, carries -1.656; number 40, H, carries 0.408; number 41, H, carries 0.177; number 42, H, carries 0.306; number 43, H, carries 0.364; number 44, H, carries 0.133; number 45, H, carries 0.366; number 46, H, carries 0.526; number 47, H, carries 0.251; number 48, H, carries 0.352; number 49, H, carries 0.257; number 50, H, carries 0.244; number 51, H, carries 0.477; number 52, H, carries 0.342; number 53, H, carries 0.396; number 54, H, carries 0.289; number 55, H, carries 0.245; number 56, H, carries 0.325; number 57, H, carries 0.480; number 58, H, carries -0.090; number 59, H, carries 0.381; number 60, H, carries 0.296; number 61, H, carries 0.355; number 62, H, carries 0.438; number 63, H, carries 0.462; number 64, H, carries 0.318; number 65, H, carries 0.400; number 66, H, carries 0.371

---

Entry 2:
# C2H4ClO5P

A 2-piece molecular cluster, C2H4ClO5P overall at a distorted geometry (the ωB97M-V functional and the def2-TZVPD basis, OMol25).

Structure (XYZ):
```
13
Properties=species:S:1:pos:R:3:forces:R:3
C 1.19180 -1.38052 -1.77431 -0.357 -0.991 0.450
C 1.25713 -0.69296 -0.38792 -0.566 -1.804 -2.057
O 0.90134 2.81672 0.76470 -0.292 0.074 -0.263
O 0.75174 0.74628 2.17534 0.431 -0.495 -0.443
O 2.98649 1.29065 1.00028 0.058 -0.299 -0.160
O 1.58199 -1.39032 0.54600 -0.029 0.267 0.466
O 0.97735 0.56099 -0.43570 0.122 1.206 1.008
P 1.52502 1.49587 0.92472 -0.130 0.342 1.220
Cl -16.01564 1.63628 1.11998 -0.046 0.000 0.000
H 0.63468 -2.32991 -1.69534 0.190 0.359 0.251
H 2.21816 -1.66492 -1.86366 0.820 -0.387 -0.493
H 0.87602 -0.93432 -2.71675 -0.076 0.820 0.523
H 1.11392 -0.15384 2.34266 -0.125 0.909 -0.501
```
Forces are in eV/Å.

Its HOMO energy is -2.5 eV. The calculation puts the HOMO-LUMO gap at 7.04 eV. The largest force on an atom is 0.05434 hartree/bohr. The value obtained for the calculated total energy is -34194.2653 eV. Its LUMO energy is 4.5248 eV. The charge is -2.

Charges in e, computed with Mulliken, in the same order as the atoms: number 1, C, carries -0.992; number 2, C, carries 0.814; number 3, O, carries -0.741; number 4, O, carries -0.541; number 5, O, carries -0.690; number 6, O, carries -0.606; number 7, O, carries -0.324; number 8, P, carries 0.890; number 9, Cl, carries -1.000; number 10, H, carries 0.266; number 11, H, carries 0.272; number 12, H, carries 0.302; number 13, H, carries 0.350

---

Entry 3:
# C27H30F5IrNO2Si

C27H30F5IrNO2Si as an isolated structure at a distorted geometry (the ωB97M-V functional and the def2-TZVPD basis, OMol25).

Structure (XYZ):
```
67
Properties=species:S:1:pos:R:3:forces:R:3
Ir -0.07359 -0.47660 -0.49784 0.079 -0.365 -0.118
C 0.61783 -2.71663 -0.23633 -0.401 -0.383 -0.447
Si -1.23330 -3.14148 -0.35293 -0.161 0.016 -0.064
C -1.63159 -4.35008 -1.69655 0.204 -0.061 0.181
C -2.06354 -3.41678 1.28068 0.196 -0.156 -0.063
N -1.62206 -1.42439 -0.83388 -0.708 0.229 -0.213
C -2.71568 -0.83556 -1.42207 1.191 0.218 0.546
C -3.86242 -1.50153 -1.84792 -0.599 -0.027 -0.274
C -4.86875 -0.75695 -2.42916 0.123 -0.324 0.103
C -4.72322 0.62170 -2.58474 -0.026 0.185 -0.048
C -3.58746 1.31000 -2.16228 0.071 -0.087 0.037
C -2.59324 0.56241 -1.57691 -0.191 0.114 0.004
O -1.41137 1.07670 -1.06049 0.136 -0.240 -0.224
C -1.19711 2.48861 -1.15155 -0.052 0.188 -0.057
C -1.78477 3.28870 -0.19394 0.027 -0.011 -0.050
C -1.57669 4.65804 -0.28921 -0.016 -0.007 0.033
C -0.79839 5.17679 -1.31619 0.003 0.018 -0.008
C -0.22364 4.33744 -2.26084 0.015 0.007 -0.014
C -0.42547 2.96495 -2.18906 0.003 -0.082 0.056
H 1.08283 -3.47310 0.40321 0.176 0.305 0.235
H 0.86878 -1.79939 0.40087 0.166 -0.016 0.227
H 1.14902 -2.72133 -1.18753 0.019 -0.131 0.036
H -1.03327 -5.25064 -1.51619 -0.024 0.025 -0.035
H -1.37068 -3.98336 -2.68932 -0.013 0.040 -0.010
H -2.67340 -4.67114 -1.69011 -0.029 0.070 0.016
H -2.05551 -4.48447 1.51606 0.014 0.030 0.042
H -3.10829 -3.10312 1.25662 -0.015 0.027 -0.055
H -1.56406 -2.88622 2.09392 -0.031 0.004 -0.049
H -3.95523 -2.57534 -1.73501 0.037 0.077 0.016
H -5.77163 -1.24017 -2.77430 0.007 -0.006 0.004
H -5.52349 1.18171 -3.05052 0.013 0.014 0.003
H -3.50227 2.37905 -2.28979 0.008 -0.001 0.003
H -2.38199 2.85531 0.59835 -0.003 0.005 0.001
H -2.02391 5.31971 0.44013 -0.002 -0.009 0.002
H -0.64271 6.24488 -1.38324 0.001 -0.004 0.001
H 0.37671 4.75013 -3.05999 -0.002 -0.014 -0.003
H 0.00495 2.28561 -2.91422 0.001 0.014 -0.009
C 3.31089 1.88922 5.62077 0.009 0.000 0.063
C 3.25144 1.53001 4.17189 0.022 -0.014 -0.089
C 4.18188 0.66427 3.60255 -0.011 0.034 0.077
C 4.13848 0.31571 2.26459 -0.163 0.070 -0.047
C 5.19115 -0.61130 1.72258 0.068 -0.048 -0.024
C 3.06637 0.82317 1.47522 0.126 -0.183 0.116
C 2.93829 0.27440 0.16909 0.075 -0.294 -0.222
O 1.90003 0.11026 -0.51881 -0.185 0.542 0.203
C 2.16085 1.76488 2.01894 -0.031 0.156 0.099
C 1.21081 2.51429 1.13601 -0.063 0.019 0.089
C 2.26706 2.09586 3.35232 -0.004 -0.029 -0.087
H 4.15105 1.41474 6.12206 -0.006 -0.001 0.000
H 2.39032 1.58397 6.12312 0.008 -0.002 0.003
H 3.39767 2.96988 5.74412 0.001 -0.002 -0.010
H 4.96914 0.25827 4.22546 0.002 0.000 -0.007
H 5.93742 -0.80862 2.48809 -0.002 0.002 -0.002
H 5.71174 -0.17421 0.86851 -0.007 -0.011 -0.006
H 4.78204 -1.57463 1.41402 -0.012 0.014 -0.007
H 3.84430 -0.12737 -0.28952 0.024 0.050 -0.044
H 1.76810 3.12984 0.42667 -0.018 0.023 -0.021
H 0.56157 3.16794 1.71502 0.026 -0.022 0.023
H 0.58830 1.85029 0.54527 -0.117 0.005 0.058
H 1.59087 2.83171 3.77214 0.000 0.012 -0.006
F -1.00347 0.30722 2.77126 -0.100 0.026 -0.009
C -0.00409 -0.22388 3.44782 0.172 0.135 -0.157
F 0.60652 -1.16227 2.73552 0.036 -0.095 -0.025
C -0.31414 -0.63120 4.86344 -0.127 -0.163 0.363
F 0.79596 -1.08370 5.44073 -0.033 0.043 -0.029
F -0.78162 0.41109 5.53972 0.017 -0.011 -0.047
F -1.23638 -1.60919 4.89596 0.077 0.084 -0.059
```
Forces are in eV/Å.

Its HOMO energy (spin up / spin down) is -14.2 / -14.5 eV. The calculation puts the HOMO-LUMO gap (spin up / spin down) at 5.72 / 6.76 eV. Its expectation value of S² is 1.0423. The largest force on an atom is 0.02583 hartree/bohr. The value obtained for the calculated total energy is -58358.0555 eV. The relative energy (zero: lowest compared OMol25 entry of this formula, charge and spin) comes out at 0.000 eV. Its LUMO energy (spin up / spin down) is -8.4938 / -7.7599 eV. The charge is +2. Its spin multiplicity is 2.

Charges in e, computed with Mulliken, in the same order as the atoms: number 1, Ir, carries 0.941; number 2, C, carries -1.016; number 3, Si, carries -0.236; number 4, C, carries -1.135; number 5, C, carries -0.712; number 6, N, carries 0.722; number 7, C, carries 0.261; number 8, C, carries -0.442; number 9, C, carries -1.029; number 10, C, carries -0.652; number 11, C, carries -0.788; number 12, C, carries 0.922; number 13, O, carries -0.088; number 14, C, carries -0.421; number 15, C, carries 0.122; number 16, C, carries -0.919; number 17, C, carries -0.483; number 18, C, carries -0.944; number 19, C, carries 0.282; number 20, H, carries 0.442; number 21, H, carries 0.145; number 22, H, carries 0.514; number 23, H, carries 0.421; number 24, H, carries 0.406; number 25, H, carries 0.396; number 26, H, carries 0.410; number 27, H, carries 0.372; number 28, H, carries 0.105; number 29, H, carries 0.366; number 30, H, carries 0.444; number 31, H, carries 0.445; number 32, H, carries 0.549; number 33, H, carries 0.552; number 34, H, carries 0.473; number 35, H, carries 0.460; number 36, H, carries 0.459; number 37, H, carries 0.521; number 38, C, carries -1.557; number 39, C, carries 0.538; number 40, C, carries -0.894; number 41, C, carries 0.887; number 42, C, carries -1.916; number 43, C, carries 0.858; number 44, C, carries -0.892; number 45, O, carries -0.588; number 46, C, carries 1.053; number 47, C, carries -0.435; number 48, C, carries -0.571; number 49, H, carries 0.393; number 50, H, carries 0.307; number 51, H, carries 0.371; number 52, H, carries 0.364; number 53, H, carries 0.393; number 54, H, carries 0.419; number 55, H, carries 0.390; number 56, H, carries 0.485; number 57, H, carries 0.421; number 58, H, carries 0.451; number 59, H, carries -0.875; number 60, H, carries 0.471; number 61, F, carries -0.247; number 62, C, carries 0.465; number 63, F, carries -0.207; number 64, C, carries 0.762; number 65, F, carries -0.229; number 66, F, carries -0.237; number 67, F, carries -0.246

---

Entry 4:
# C6H6NO4P

A 2-piece molecular cluster, C6H6NO4P overall at a distorted geometry (the ωB97M-V functional and the def2-TZVPD basis, OMol25).

Structure (XYZ):
```
18
Properties=species:S:1:pos:R:3:forces:R:3
C 1.97345 1.18910 0.29700 -0.807 2.091 0.283
C 1.69128 2.45336 0.86309 3.173 -0.763 0.775
C 1.04113 0.76182 -0.63607 1.332 -3.789 0.299
C 0.57479 3.12984 0.51880 -0.809 -1.580 -1.207
C -0.13076 1.35884 -0.99769 -1.426 1.948 -0.115
C -1.63269 -2.31887 -0.48905 1.036 -0.842 1.448
N -0.32611 2.65051 -0.36270 1.745 -2.967 -1.134
O -1.31997 3.35220 -0.67867 -1.368 1.133 -0.051
O -0.47175 -4.08153 1.39004 0.168 0.011 0.487
O -2.67913 -3.15702 0.14333 0.260 -1.614 -0.660
O -1.16699 -5.09132 -0.87473 0.103 -0.270 -0.539
P -1.16064 -3.96211 0.08511 -1.755 1.769 -0.105
H 2.81741 0.58447 0.54954 0.513 -0.076 0.211
H 2.45220 3.01407 1.49314 -1.058 -0.955 -0.465
H 1.26204 -0.37232 -0.96763 -0.761 2.541 0.208
H 0.26191 3.99555 0.94916 -0.521 2.609 1.138
H -1.56587 -1.52977 0.22496 0.952 0.955 -0.025
H -1.62030 -1.97683 -1.50763 -0.776 -0.200 -0.549
```
Forces are in eV/Å.

Its HOMO energy is -1.0 eV. The calculation puts the HOMO-LUMO gap at 6.81 eV. The largest force on an atom is 0.07832 hartree/bohr. The value obtained for the calculated total energy is -25285.3791 eV. The relative energy (zero: lowest compared OMol25 entry of this formula, charge and spin) comes out at 3.253 eV. Its LUMO energy is 5.8446 eV. The charge is -2.

Charges in e, computed with Mulliken, in the same order as the atoms: number 1, C, carries -0.285; number 2, C, carries -0.512; number 3, C, carries -0.272; number 4, C, carries -0.371; number 5, C, carries -0.668; number 6, C, carries -0.386; number 7, N, carries 0.695; number 8, O, carries -0.795; number 9, O, carries -0.730; number 10, O, carries -0.497; number 11, O, carries -0.749; number 12, P, carries 0.833; number 13, H, carries 0.407; number 14, H, carries 0.187; number 15, H, carries 0.115; number 16, H, carries 0.514; number 17, H, carries 0.204; number 18, H, carries 0.310